No. 1
An isolated molecule of C19H32N2O2. Source: OMol25; level of theory: ωB97M-V/def2-TZVPD.

Atoms and positions in Å:
C1 -7.367 1.166 0.885
C2 -6.603 0.123 1.149
C3 -6.530 -0.569 2.472
C4 -5.101 -0.585 3.023
C5 -4.603 0.826 3.330
C6 -3.206 0.858 3.951
C7 -2.106 0.420 2.986
C8 -0.717 0.612 3.592
C9 0.415 0.259 2.626
C10 0.536 -1.250 2.379
C11 1.658 -1.511 1.403
O1 2.793 -1.826 1.701
N1 1.303 -1.331 0.105
N2 2.238 -1.553 -0.907
C12 2.421 -0.658 -1.923
C13 1.557 0.344 -2.202
C14 1.698 1.209 -3.351
O2 0.942 2.139 -3.568
C15 2.834 0.870 -4.300
C16 4.054 0.278 -3.591
C17 4.666 1.311 -2.644
C18 5.101 -0.141 -4.626
C19 3.596 -0.958 -2.804
H1 -7.388 1.630 -0.086
H2 -8.011 1.598 1.634
H3 -5.964 -0.292 0.379
H4 -6.869 -1.603 2.348
H5 -7.195 -0.078 3.185
H6 -5.074 -1.184 3.936
H7 -4.446 -1.060 2.290
H8 -5.304 1.297 4.024
H9 -4.606 1.415 2.411
H10 -2.996 1.879 4.279
H11 -3.186 0.218 4.836
H12 -2.182 1.009 2.068
H13 -2.252 -0.629 2.727
H14 -0.606 1.658 3.885
H15 -0.626 0.005 4.495
H16 1.362 0.614 3.038
H17 0.251 0.777 1.678
H18 -0.399 -1.649 1.985
H19 0.772 -1.754 3.316
H20 0.358 -1.149 -0.194
H21 3.055 -2.014 -0.514
H22 0.729 0.572 -1.548
H23 2.440 0.146 -5.020
H24 3.102 1.771 -4.853
H25 4.983 2.189 -3.201
H26 5.535 0.896 -2.136
H27 3.945 1.626 -1.895
H28 5.434 0.723 -5.196
H29 5.967 -0.581 -4.136
H30 4.691 -0.871 -5.320
H31 3.309 -1.747 -3.507
H32 4.421 -1.343 -2.200

Summary:
Maximum force ... 0.016 Eh/bohr
Frontier orbital gap ... 9.096 eV
Molecular weight ... 320.48 g/mol
LUMO energy ... 0.6 eV
HOMO energy ... -8.518 eV
2S+1 ... 1
Energy above the lowest of the compared OMol25 structures with the same formula, charge and spin ... 185.9 kJ/mol
Structure (SMILES) ... C=CCCCCCCCCC(=O)NNC1=CC(=O)CC(C)(C)C1

No. 2
The ion C5H8NOS with charge +1 in a non-equilibrium geometry. Source: OMol25; level of theory: ωB97M-V/def2-TZVPD.

Atoms and positions in Å:
O1 -1.409 -1.576 0.170
C1 -0.919 -0.289 0.217
S1 -2.088 1.090 -0.011
C2 -0.081 0.100 1.380
C3 1.217 0.319 1.263
C4 1.909 0.497 0.062
C5 1.346 0.188 -1.088
N1 -0.081 -0.223 -1.115
H1 -2.141 -1.578 0.797
H2 -2.783 0.234 -0.689
H3 -0.662 0.198 2.288
H4 1.725 0.745 2.131
H5 2.970 0.772 0.101
H6 1.635 0.227 -2.105
H7 -0.686 0.369 -1.686
H8 0.048 -1.071 -1.715

Summary:
Maximum force ... 0.071 Eh/bohr
Frontier orbital gap ... 9.647 eV
Molecular weight ... 130.19 g/mol
LUMO energy ... -4.2 eV
HOMO energy ... -13.861 eV
2S+1 ... 1
Energy above the lowest of the compared OMol25 structures with the same formula, charge and spin ... 208.2 kJ/mol
Structure (SMILES) ... O[C@@]1(S)C=CC=C[NH2+]1
Charge ... +1

No. 3
A structure of composition C5H12AgF3N2O3S in a non-equilibrium geometry. Source: OMol25; level of theory: ωB97M-V/def2-TZVPD.

Atoms and positions in Å:
Ag1 1.597 -0.188 -0.540
N1 0.137 -2.118 -0.640
C1 -1.072 -1.925 0.187
C2 -2.272 -1.475 -0.647
C3 -2.034 -0.220 -1.483
C4 -1.707 1.013 -0.636
N2 -0.298 1.362 -0.804
H1 -0.145 -2.511 -1.533
H2 0.725 -2.817 -0.197
H3 -0.834 -1.185 0.956
H4 -1.351 -2.861 0.689
H5 -3.106 -1.295 0.033
H6 -2.565 -2.288 -1.316
H7 -2.916 -0.042 -2.097
H8 -1.190 -0.385 -2.155
H9 -1.878 0.798 0.418
H10 -2.356 1.849 -0.920
H11 -0.020 2.089 -0.150
H12 -0.163 1.752 -1.733
F1 2.646 0.946 3.387
C5 2.119 1.347 2.234
F2 1.603 2.570 2.406
F3 1.056 0.533 1.998
S1 3.374 1.285 0.820
O1 4.474 2.042 1.308
O2 2.615 1.874 -0.273
O3 3.559 -0.150 0.686

Summary:
Maximum force ... 0.040 Eh/bohr
Frontier orbital gap ... 9.124 eV
Molecular weight ... 345.09 g/mol
LUMO energy ... 0.2 eV
HOMO energy ... -8.897 eV
2S+1 ... 1